Formula: C57H122N6O7
Source: OMol25
Level of theory: ωB97M-V/def2-TZVPD

## Properties
Energy above the lowest of the compared OMol25 structures with the same formula, charge and spin, kJ/mol: 532.3
Gap between HOMO and LUMO, eV: 8.3111
SMILES string: CC1(C)CCCC(C)(C)N1O.CC1(C)CCCC(C)(C)N1O.CC1(C)CCCC(C)(C)N1O.CC1(C)CCCC(C)(C)N1O.CC1(C)CCCC(C)(C)N1O.CC1(C)CCCC(C)(C)N1O.CC(C)O
Total energy, eV: -84349.77392
Largest force on an atom, eV Å⁻¹: 6.1
Lowest unoccupied orbital energy, eV: 0.43

Last columns: bonded neighbours and bond lengths (Å).
Geometry (Å):
1 C -24.9294 -17.2643 -7.5568  C2 1.557, H12 1.090, H13 1.090, H14 1.090
2 C -24.5882 -16.6725 -8.9559  C1 1.557, C3 1.528, C4 1.517, N10 1.523
3 C -24.8653 -17.8086 -9.9398  C2 1.528, H15 1.090, H16 1.090, H17 1.090
4 C -25.5340 -15.5078 -9.1824  C2 1.517, C5 1.524, H18 1.090, H19 1.090
5 C -25.3451 -14.3273 -8.2366  C4 1.524, C6 1.548, H20 1.090, H21 1.090
6 C -23.8805 -13.8272 -8.2392  C5 1.548, C7 1.577, H22 1.090, H23 1.090
7 C -22.7739 -14.9501 -8.2908  C6 1.577, C8 1.490, C9 1.576, N10 1.467
8 C -21.5701 -14.2642 -8.8385  C7 1.490, H24 1.090, H25 1.090, H26 1.090
9 C -22.3901 -15.3975 -6.8297  C7 1.576, H27 1.090, H28 1.090, H29 1.090
10 N -23.2046 -16.0642 -9.1425  C2 1.523, C7 1.467, O11 1.387
11 O -22.1906 -16.9612 -9.4435  N10 1.387, H30 0.960
12 H -24.2086 -18.0368 -7.2886  C1 1.090
13 H -24.9887 -16.6068 -6.6895  C1 1.090
14 H -25.8138 -17.9013 -7.5413  C1 1.090
15 H -25.9280 -18.0377 -10.0186  C3 1.090
16 H -24.5309 -17.3559 -10.8733  C3 1.090
17 H -24.3124 -18.7304 -9.7586  C3 1.090
18 H -25.5045 -15.1485 -10.2111  C4 1.090
19 H -26.5527 -15.8768 -9.0633  C4 1.090
20 H -25.9612 -13.5360 -8.6636  C5 1.090
21 H -25.7048 -14.4730 -7.2180  C5 1.090
22 H -23.7826 -13.3092 -7.2851  C6 1.090
23 H -23.7314 -12.9599 -8.8822  C6 1.090
24 H -20.6895 -14.9029 -8.9072  C8 1.090
25 H -21.2839 -13.4209 -8.2100  C8 1.090
26 H -21.7408 -13.9358 -9.8637  C8 1.090
27 H -21.8690 -14.6168 -6.2756  C9 1.090
28 H -21.6386 -16.1681 -7.0017  C9 1.090
29 H -23.1943 -15.5998 -6.1223  C9 1.090
30 H -22.2269 -17.1316 -10.3876  O11 0.960
31 C -23.6414 -8.9155 -10.8157  C32 1.584, H42 1.090, H43 1.090, H44 1.090
32 C -22.3069 -9.7338 -11.0580  C31 1.584, C33 1.573, C34 1.582, N40 1.525
33 C -22.1686 -11.0704 -10.2409  C32 1.573, H45 1.090, H46 1.090, H47 1.090
34 C -22.1853 -10.1303 -12.5842  C32 1.582, C35 1.528, H48 1.090, H49 1.090
35 C -21.9451 -8.9833 -13.5646  C34 1.528, C36 1.570, H50 1.090, H51 1.090
36 C -20.6284 -8.3035 -13.0459  C35 1.570, C37 1.541, H52 1.090, H53 1.090
37 C -20.6737 -7.7592 -11.6046  C36 1.541, C38 1.524, C39 1.481, N40 1.494
38 C -19.2436 -7.3103 -11.3288  C37 1.524, H54 1.090, H55 1.090, H56 1.090
39 C -21.5424 -6.5612 -11.6520  C37 1.481, H57 1.090, H58 1.090, H59 1.090
40 N -21.1583 -8.8122 -10.6622  C32 1.525, C37 1.494, O41 1.356
41 O -21.2312 -8.4640 -9.3539  N40 1.356, H60 0.960
42 H -23.8391 -8.2235 -11.6344  C31 1.090
43 H -24.4968 -9.5875 -10.8854  C31 1.090
44 H -23.7089 -8.4112 -9.8518  C31 1.090
45 H -22.6366 -10.9614 -9.2625  C33 1.090
46 H -22.6079 -11.9579 -10.6964  C33 1.090
47 H -21.1255 -11.3518 -10.0961  C33 1.090
48 H -21.5491 -11.0080 -12.6985  C34 1.090
49 H -23.1716 -10.5045 -12.8585  C34 1.090
50 H -21.6574 -9.3277 -14.5580  C35 1.090
51 H -22.8315 -8.3531 -13.6377  C35 1.090
52 H -20.4508 -7.5134 -13.7755  C36 1.090
53 H -19.8289 -9.0367 -13.1519  C36 1.090
54 H -18.6655 -8.2236 -11.1885  C38 1.090
55 H -19.1312 -6.7117 -10.4248  C38 1.090
56 H -18.8216 -6.6258 -12.0647  C38 1.090
57 H -21.0614 -5.7386 -12.1813  C39 1.090
58 H -21.7929 -6.2476 -10.6386  C39 1.090
59 H -22.4857 -6.7243 -12.1732  C39 1.090
60 H -22.0045 -7.8956 -9.3299  O41 0.960
61 C -17.9547 -15.4248 -12.3453  C62 1.593, H72 1.090, H73 1.090, H74 1.090
62 C -19.3105 -14.6966 -12.7560  C61 1.593, C63 1.542, C64 1.556, N70 1.529
63 C -20.5491 -15.4249 -12.1954  C62 1.542, H75 1.090, H76 1.090, H77 1.090
64 C -19.3646 -13.3004 -12.0706  C62 1.556, C65 1.576, H78 1.090, H79 1.090
65 C -18.4531 -12.2305 -12.7833  C64 1.576, C66 1.629, H80 1.090, H81 1.090
66 C -18.9630 -12.1047 -14.3254  C65 1.629, C67 1.574, H82 1.090, H83 1.090
67 C -18.7810 -13.4989 -15.0334  C66 1.574, C68 1.540, C69 1.470, N70 1.497
68 C -19.5020 -13.3587 -16.3871  C67 1.540, H84 1.090, H85 1.090, H86 1.090
69 C -17.3761 -13.8562 -15.2802  C67 1.470, H87 1.090, H88 1.090, H89 1.090
70 N -19.4972 -14.5676 -14.2684  C62 1.529, C67 1.497, O71 1.387
71 O -19.3031 -15.7678 -14.9357  N70 1.387, H90 0.960
72 H -18.0591 -16.0966 -11.4932  C61 1.090
73 H -17.5976 -16.0523 -13.1619  C61 1.090
74 H -17.1358 -14.8212 -11.9539  C61 1.090
75 H -20.6900 -16.4184 -12.6211  C63 1.090
76 H -20.3287 -15.5606 -11.1365  C63 1.090
77 H -21.5060 -14.9048 -12.2391  C63 1.090
78 H -20.3697 -12.9212 -11.8862  C64 1.090
79 H -18.8902 -13.3932 -11.0936  C64 1.090
80 H -18.5043 -11.2512 -12.3075  C65 1.090
81 H -17.4330 -12.5937 -12.6582  C65 1.090
82 H -18.3644 -11.3300 -14.8046  C66 1.090
83 H -19.9207 -11.5886 -14.3929  C66 1.090
84 H -20.5426 -13.0346 -16.3702  C68 1.090
85 H -19.5738 -14.3445 -16.8467  C68 1.090
86 H -18.9158 -12.7116 -17.0395  C68 1.090
87 H -16.8292 -13.0655 -15.7939  C69 1.090
88 H -17.1957 -14.8010 -15.7929  C69 1.090
89 H -16.7497 -14.0596 -14.4116  C69 1.090
90 H -20.1369 -15.9168 -15.3875  O71 0.960
91 C -21.6667 -8.0973 -5.8864  C92 1.547, H102 1.090, H103 1.090, H104 1.090
92 C -21.0210 -7.1281 -4.8679  C91 1.547, C93 1.619, C94 1.513, N100 1.490
93 C -19.6134 -7.7821 -4.4065  C92 1.619, H105 1.090, H106 1.090, H107 1.090
94 C -20.7678 -5.7806 -5.5066  C92 1.513, C95 1.557, H108 1.090, H109 1.090
95 C -21.9764 -4.8388 -5.7858  C94 1.557, C96 1.484, H110 1.090, H111 1.090
96 C -22.5032 -4.5660 -4.4256  C95 1.484, C97 1.566, H112 1.090, H113 1.090
97 C -22.8619 -5.8443 -3.5954  C96 1.566, C98 1.596, C99 1.595, N100 1.478
98 C -22.9887 -5.3931 -2.0694  C97 1.596, H114 1.090, H115 1.090, H116 1.090
99 C -24.2725 -6.3934 -4.0989  C97 1.595, H117 1.090, H118 1.090, H119 1.090
100 N -21.8353 -6.9073 -3.6402  C92 1.490, C97 1.478, O101 1.384
101 O -22.0769 -8.0528 -2.9011  N100 1.384, H120 0.960
102 H -22.6760 -7.7871 -6.1568  C91 1.090
103 H -21.2134 -8.0067 -6.8736  C91 1.090
104 H -21.7052 -9.1054 -5.4737  C91 1.090
105 H -19.0311 -7.9402 -5.3143  C93 1.090
106 H -19.0143 -7.2039 -3.7030  C93 1.090
107 H -19.7871 -8.7888 -4.0264  C93 1.090
108 H -20.0148 -5.1544 -5.0280  C94 1.090
109 H -20.3833 -6.0079 -6.5009  C94 1.090
110 H -21.6495 -3.9735 -6.3623  C95 1.090
111 H -22.6985 -5.3424 -6.4285  C95 1.090
112 H -23.4264 -4.0394 -4.6675  C96 1.090
113 H -21.9022 -3.8633 -3.8486  C96 1.090
114 H -23.0785 -6.2404 -1.3897  C98 1.090
115 H -23.8195 -4.7337 -1.8184  C98 1.090
116 H -22.1359 -4.7991 -1.7406  C98 1.090
117 H -24.9849 -5.5690 -4.1291  C99 1.090
118 H -24.5603 -7.2097 -3.4363  C99 1.090
119 H -24.2455 -6.5840 -5.1717  C99 1.090
120 H -21.7944 -7.7849 -2.0236  O101 0.960
121 C -18.2336 -15.3999 -6.0994  C122 1.547, H132 1.090, H133 1.090, H134 1.090
122 C -16.8798 -15.0694 -6.7721  C121 1.547, C123 1.514, C124 1.535, N130 1.476
123 C -16.9171 -13.6193 -7.2076  C122 1.514, H135 1.090, H136 1.090, H137 1.090
124 C -15.7593 -15.2955 -5.7480  C122 1.535, C125 1.554, H138 1.090, H139 1.090
125 C -14.2861 -15.4284 -6.2236  C124 1.554, C126 1.549, H140 1.090, H141 1.090
126 C -14.3295 -16.4943 -7.3467  C125 1.549, C127 1.553, H142 1.090, H143 1.090
127 C -15.2903 -16.1665 -8.5215  C126 1.553, C128 1.541, C129 1.517, N130 1.523
128 C -14.8180 -14.9933 -9.4024  C127 1.541, H144 1.090, H145 1.090, H146 1.090
129 C -15.3064 -17.4310 -9.3585  C127 1.517, H147 1.090, H148 1.090, H149 1.090
130 N -16.6739 -15.9870 -7.9098  C122 1.476, C127 1.523, O131 1.406
131 O -17.6016 -15.7154 -8.9311  N130 1.406, H150 0.960
132 H -19.0472 -15.3876 -6.8246  C121 1.090
133 H -18.1826 -16.4016 -5.6724  C121 1.090
134 H -18.4250 -14.8241 -5.1939  C121 1.090
135 H -17.7506 -13.4418 -7.8872  C123 1.090
136 H -17.1803 -12.9007 -6.4315  C123 1.090
137 H -16.0516 -13.2400 -7.7508  C123 1.090
138 H -15.8260 -14.5608 -4.9456  C124 1.090
139 H -15.8727 -16.2779 -5.2894  C124 1.090
140 H -13.9841 -14.5019 -6.7120  C125 1.090
141 H -13.6411 -15.7566 -5.4084  C125 1.090
142 H -14.6380 -17.4101 -6.8425  C126 1.090
143 H -13.3495 -16.4460 -7.8215  C126 1.090
144 H -15.6764 -14.4845 -9.8410  C128 1.090
145 H -14.1843 -15.3131 -10.2296  C128 1.090
146 H -14.2560 -14.2694 -8.8124  C128 1.090
147 H -14.3112 -17.7860 -9.6262  C129 1.090
148 H -15.7173 -17.3180 -10.3618  C129 1.090
149 H -15.8313 -18.1990 -8.7905  C129 1.090
150 H -18.1938 -16.4492 -8.7512  O131 0.960
151 C -14.7141 -9.6854 -2.1417  C152 1.596, H162 1.090, H163 1.090, H164 1.090
152 C -14.6675 -8.8181 -3.4807  C151 1.596, C153 1.586, C154 1.516, N160 1.495
153 C -15.6732 -7.5958 -3.3796  C152 1.586, H165 1.090, H166 1.090, H167 1.090
154 C -13.2693 -8.3097 -3.7710  C152 1.516, C155 1.534, H168 1.090, H169 1.090
155 C -12.2332 -9.3608 -4.1882  C154 1.534, C156 1.489, H170 1.090, H171 1.090
156 C -12.7470 -9.8944 -5.4794  C155 1.489, C157 1.524, H172 1.090, H173 1.090
157 C -14.1472 -10.4864 -5.3734  C156 1.524, C158 1.553, C159 1.554, N160 1.526
158 C -14.5286 -10.8150 -6.8421  C157 1.553, H174 1.090, H175 1.090, H176 1.090
159 C -13.9473 -11.8659 -4.6868  C157 1.554, H177 1.090, H178 1.090, H179 1.090
160 N -15.1657 -9.6153 -4.6428  C152 1.495, C157 1.526, O161 1.331
161 O -16.3704 -10.1686 -4.5284  N160 1.331, H180 0.960
162 H -13.9108 -10.4175 -2.0603  C151 1.090
163 H -14.6681 -9.0335 -1.2693  C151 1.090
164 H -15.6580 -10.2086 -1.9885  C151 1.090
165 H -15.8998 -7.1773 -4.3602  C153 1.090
166 H -16.5918 -7.7871 -2.8249  C153 1.090
167 H -15.2069 -6.7243 -2.9202  C153 1.090
168 H -13.3876 -7.5751 -4.5675  C154 1.090
169 H -12.7842 -7.8087 -2.9333  C154 1.090
170 H -11.3329 -8.8413 -4.5162  C155 1.090
171 H -12.0284 -10.0711 -3.3872  C155 1.090
172 H -12.0360 -10.6597 -5.7905  C156 1.090
173 H -12.7010 -9.1270 -6.2522  C156 1.090
174 H -15.4698 -11.3465 -6.7020  C158 1.090
175 H -13.7864 -11.3190 -7.4611  C158 1.090
176 H -14.9409 -9.9615 -7.3802  C158 1.090
177 H -14.9455 -12.2784 -4.5401  C159 1.090
178 H -13.5178 -11.9835 -3.6919  C159 1.090
179 H -13.4167 -12.5161 -5.3824  C159 1.090
180 H -16.9436 -9.5063 -4.9214  O161 0.960
181 C -17.8246 -8.7661 -8.2094  C182 1.522, H185 1.090, H186 1.090, H187 1.090
182 C -18.1782 -10.2440 -8.2851  C181 1.522, C183 1.570, O184 1.386, H188 1.090
183 C -19.3092 -10.7813 -7.3377  C182 1.570, H189 1.090, H190 1.090, H191 1.090
184 O -18.5033 -10.4524 -9.6164  C182 1.386, H192 0.960
185 H -17.4407 -8.4955 -7.2257  C181 1.090
186 H -18.5292 -7.9620 -8.4215  C181 1.090
187 H -17.0243 -8.5746 -8.9242  C181 1.090
188 H -17.3323 -10.9291 -8.2286  C182 1.090
189 H -19.0906 -10.3549 -6.3586  C183 1.090
190 H -19.2523 -11.8680 -7.2754  C183 1.090
191 H -20.2254 -10.3732 -7.7645  C183 1.090
192 H -19.3695 -10.0641 -9.7595  O184 0.960